[1]
C6H18B2Be2Cl14 | wB97M-V/def2-TZVPD

```
42
Properties=species:S:1:pos:R:3:mulliken_spin:R:1
Be -0.6649 1.1356 2.3666 0.29
Be 0.1091 -2.7710 1.9453 0.03
B -0.2594 -0.9863 3.7722 0.07
H -0.2202 -1.9708 4.2121 0.01
H -1.1943 -0.8923 3.2418 0.01
H -0.1434 -0.2177 4.5206 -0.01
H 0.5208 -0.8521 3.0391 0.00
B -0.5890 -0.6491 0.5460 0.53
H -1.2262 -1.1329 1.2701 -0.04
H -0.4269 -1.2824 -0.3124 0.00
H -1.0213 0.2850 0.2223 0.01
H 0.3450 -0.3889 1.0194 -0.01
C -4.8756 1.8418 -1.0136 0.00
Cl -6.0347 0.5153 -1.3533 0.00
Cl -5.2348 3.2458 -1.9935 0.00
Cl -3.1940 1.4213 -1.3232 0.00
H -4.9727 2.1527 0.0266 0.00
C 0.9461 0.1114 -3.6920 0.00
Cl -0.1151 1.5160 -4.0965 0.00
Cl -0.0449 -1.1729 -2.9885 0.00
Cl 2.3186 0.5803 -2.6425 0.00
H 1.3162 -0.2356 -4.6567 0.00
C -2.8414 -2.9042 -1.0283 0.00
Cl -3.9477 -1.8686 -0.1247 0.00
Cl -2.0632 -4.1473 0.0505 0.00
H -3.3810 -3.3760 -1.8494 0.00
H -2.1286 -2.2681 -1.5532 0.00
C 4.2885 1.6229 1.8198 0.00
Cl 2.5800 1.1296 2.1900 0.05
Cl 4.7562 1.2258 0.1589 0.00
H 4.3531 2.7109 1.8197 0.00
H 4.9590 1.2163 2.5770 0.00
C 3.0911 -2.6774 -0.1979 0.00
Cl 2.8989 -2.3773 1.5641 0.00
Cl 1.4860 -3.2062 -0.8352 0.00
H 3.3369 -1.7527 -0.7202 0.00
H 3.8711 -3.4279 -0.3259 0.00
C 0.5814 4.0115 -1.2610 0.01
Cl 2.2714 4.3886 -0.7596 0.00
Cl -0.2102 2.9294 -0.0718 0.03
H 0.1422 5.0065 -1.3340 0.00
H 0.6178 3.5111 -2.2287 0.00
```

Results
Total energy, eV: -183965.735
E_HOMO (alpha / beta), eV: -11.00 / -12.86
Orbital gap (alpha / beta), eV: 4.18 / 6.01
Net charge: +1
Spin multiplicity: 2
⟨S²⟩: 0.7512

[2]
C6H18BeN2O12 | wB97M-V/def2-TZVPD

```
39
Properties=species:S:1:pos:R:3:lowdin_charge:R:1
Be -9.1661 -8.0736 -0.4202 0.34
N -9.3973 -10.2974 0.0322 -0.58
O -8.2910 -10.0643 -0.3658 -0.06
O -10.0072 -11.3208 -0.2343 0.07
O -9.8403 -9.4410 0.7234 0.04
N -10.0249 -6.7361 1.9544 -0.51
O -11.2065 -6.5547 1.6696 -0.02
O -9.2681 -7.3812 1.1807 -0.11
O -9.6480 -6.3068 2.9777 0.09
C -11.7580 -7.6262 -1.1600 -0.07
C -11.0900 -6.2326 -0.8695 -0.13
O -9.7540 -6.4792 -1.3667 -0.08
O -11.0685 -8.5765 -0.2404 -0.16
H -11.5580 -7.8803 -2.2009 0.12
H -12.7798 -7.7426 -0.7988 0.13
H -11.1797 -5.7637 0.1104 0.09
H -11.5684 -5.4995 -1.5189 0.12
H -9.4411 -5.7115 -1.8507 0.15
H -11.7404 -9.1902 0.0657 0.14
C -8.9206 -9.3928 -2.6048 -0.17
C -8.4386 -7.9658 -3.0138 -0.19
O -8.1334 -7.2001 -1.9518 -0.11
O -10.1068 -9.3608 -1.8759 -0.08
H -8.0858 -9.9471 -2.1759 0.11
H -9.2140 -9.9273 -3.5084 0.14
H -9.2019 -7.4741 -3.6168 0.13
H -7.5097 -7.8618 -3.5747 0.14
H -7.4252 -6.5887 -2.1667 0.14
H -10.5218 -10.2265 -1.8641 0.13
C -6.7060 -8.5189 0.6621 -0.16
C -5.8108 -8.6823 -0.5366 -0.28
O -5.2627 -7.4921 -0.9318 -0.02
O -7.7745 -7.5879 0.5220 -0.09
H -6.0234 -8.3060 1.4848 0.14
H -7.2027 -9.4761 0.8204 0.12
H -6.4574 -8.9883 -1.3589 0.10
H -5.0941 -9.4686 -0.2992 0.14
H -5.0340 -7.2096 -0.0433 0.09
H -7.6087 -6.7143 0.8839 0.17
```

Results
Total energy, eV: -34446.081
E_HOMO, eV: -8.05
Orbital gap, eV: 7.70
Spin multiplicity: 1

[3]
C6H18CoN4S | wB97M-V/def2-TZVPD

```
30
Properties=species:S:1:pos:R:3:mulliken_spin:R:1
Co -0.8592 -0.4538 -0.7319 1.03
C 1.0074 -0.8869 1.5254 0.00
C 1.5441 -1.5047 0.2466 0.00
N 1.1461 -0.6732 -0.9283 -0.01
C 1.9373 0.5920 -1.0117 -0.02
C 1.0948 1.7513 -1.5009 0.01
S -0.5129 1.7815 -0.6651 -0.03
C -0.1132 1.9612 1.1078 0.00
C -0.7320 0.8359 1.9310 -0.01
N -0.4208 -0.4976 1.3615 0.05
H 1.1233 -1.5932 2.3469 0.00
H 1.5793 -0.0021 1.8014 0.00
H 2.6286 -1.6201 0.2994 0.00
H 1.1134 -2.4958 0.0975 0.00
H 1.3484 -1.2277 -1.7558 0.00
H 2.3362 0.8044 -0.0222 0.00
H 2.7982 0.4507 -1.6666 0.00
H 1.6007 2.7085 -1.3788 0.00
H 0.8384 1.6540 -2.5576 0.00
H 0.9692 2.0170 1.2090 0.00
H -0.5163 2.9184 1.4343 0.00
H -0.3787 0.9253 2.9614 0.00
H -1.8171 0.9420 1.9498 0.00
H -0.9916 -1.1814 1.8466 0.00
N -2.2906 -1.7921 -1.2319 -0.01
N -2.7391 -0.4113 -1.2283 -0.02
H -2.3999 -2.2626 -2.1267 0.00
H -2.7674 -2.3457 -0.5265 0.00
H -3.5386 -0.2735 -0.6157 0.00
H -2.9880 -0.1209 -2.1710 0.00
```

Results
Total energy, eV: -60921.333
E_HOMO (alpha / beta), eV: -16.69 / -17.49
Orbital gap (alpha / beta), eV: 9.25 / 10.49
Net charge: +2
Spin multiplicity: 2
⟨S²⟩: 0.7638

[4]
C6H18N2 | wB97M-V/def2-TZVPD

```
26
Properties=species:S:1:pos:R:3:lowdin_charge:R:1
C 4.3102 3.8418 1.8874 -0.10
C 3.0803 3.2003 2.6275 -0.33
N 2.9776 1.7934 2.3955 -0.17
C 1.7041 1.2430 2.7832 -0.16
H 5.2590 3.4395 2.2805 0.06
H 4.2789 4.9263 2.0859 0.06
H 4.2860 3.6831 0.7961 0.07
H 2.1471 3.7066 2.3138 0.11
H 3.2650 3.4614 3.6873 0.10
H 3.7862 1.2534 2.7290 0.12
H 1.7250 0.1674 2.5399 0.08
H 0.9582 1.7354 2.1369 0.08
H 1.3907 1.3598 3.8343 0.07
C -2.9181 -3.0454 -0.6274 -0.10
C -2.6152 -2.9125 -2.1473 -0.32
N -3.7102 -2.2846 -2.8816 -0.16
C -3.2921 -2.2253 -4.2618 -0.18
H -3.8485 -3.5974 -0.4120 0.07
H -2.9897 -2.0437 -0.1711 0.06
H -2.0743 -3.5836 -0.1638 0.07
H -2.3846 -3.9314 -2.5136 0.11
H -1.7381 -2.2717 -2.3607 0.10
H -3.9562 -1.3137 -2.6499 0.11
H -3.1688 -3.2324 -4.6945 0.08
H -2.3603 -1.6571 -4.4220 0.07
H -4.1123 -1.7126 -4.7918 0.08
```

Results
SMILES: CCNC.CCNC
Total energy, eV: -9493.068
E_HOMO, eV: -8.58
Orbital gap, eV: 9.61
Spin multiplicity: 1

[5]
C6H18N3 | wB97M-V/def2-TZVPD

```
27
Properties=species:S:1:pos:R:3:lowdin_charge:R:1
C 1.0514 -1.1938 -0.1678 -0.48
C 1.1849 -0.6957 -1.5670 -0.07
C 0.1180 -2.3725 0.1702 -0.08
C 2.4639 -1.1271 0.4617 -0.08
H 0.5453 -0.5184 0.6032 0.08
H 2.2814 -0.3632 -1.7603 0.11
H 0.4595 0.0081 -1.8292 0.01
H 0.5808 -3.2885 -0.2253 0.09
H -0.0604 -2.5107 1.2244 0.08
H -0.8069 -2.5220 -0.2344 0.03
H 2.8926 -2.0421 0.9192 0.09
H 3.2239 -0.8408 -0.1973 0.03
H 2.5529 -0.2316 1.1528 0.09
H 0.8656 -1.5982 -2.2047 0.12
C -1.9364 1.5369 -1.4815 -0.04
C -1.1898 1.2829 0.9228 -0.32
N -2.0038 1.0387 -0.1183 0.08
N -0.0169 2.1663 0.8935 0.19
N -1.5448 0.9338 2.2202 0.16
H -2.3727 0.1011 -0.1188 0.16
H 0.7118 2.1806 0.2903 0.05
H -0.0130 3.0035 1.4612 0.12
H -2.5095 1.1448 2.5143 0.14
H -0.7426 0.9577 2.9536 0.18
H -1.2619 1.0415 -2.1633 0.07
H -1.5889 2.5269 -1.7956 0.11
H -2.8845 1.3816 -1.9238 0.09
```

Results
Total energy, eV: -10975.642
E_HOMO, eV: -13.25
Orbital gap, eV: 9.23
Net charge: +1
Spin multiplicity: 1

Number 1: M 626.20 g/mol, strongest force on any atom 4.91 eV Å⁻¹. Number 2: M 319.22 g/mol, strongest force on any atom 13.58 eV Å⁻¹. Number 3: M 237.24 g/mol, strongest force on any atom 1.63 eV Å⁻¹. Number 4: M 118.22 g/mol, strongest force on any atom 1.97 eV Å⁻¹. Number 5: M 132.23 g/mol, strongest force on any atom 5.68 eV Å⁻¹.